Entry 1:
30
Properties=species:S:1:pos:R:3:mulliken_charge:R:1 method="wB97M-V/def2-TZVPD" homo_ev=-8.3 smiles=Clc1nc(Nc2cc(-c3ccco3)[nH]n2)c2cccn2n1 total_energy_ev=-37133.2487
C -0.637 -0.191 0.002 0.4790
H 3.277 3.858 -3.233 0.3835
H -1.153 -6.688 2.236 0.3490
H -1.543 -1.647 2.605 0.2008
C -0.099 4.193 1.052 0.3201
C -0.505 -1.645 -0.326 -0.5944
Cl -0.342 4.684 2.678 -0.1352
C -1.279 -5.833 1.561 -0.6107
N 1.031 4.297 -0.890 0.6790
N -0.178 0.946 -0.677 -0.1175
C -1.022 -3.681 0.863 0.4268
H -1.022 -6.616 -0.478 0.4807
C 1.866 2.576 -1.989 -0.7815
H 1.996 1.664 -2.436 0.4421
H -0.075 -1.913 -1.280 0.3712
C -0.877 -2.315 0.741 0.0840
C 1.963 4.897 -1.820 -0.4208
C 0.005 2.231 -0.253 0.5761
H -1.458 -3.956 2.990 0.2634
C -1.268 -4.412 1.967 -0.2921
O -1.097 -4.544 -0.241 -0.3365
H 2.140 5.973 -1.830 0.4090
N -0.505 2.869 0.730 -0.6077
C -1.084 -5.765 0.148 -0.2239
H 0.169 0.789 -1.601 0.1706
N 0.611 4.835 0.201 -0.9596
N -1.258 -1.356 1.690 0.0146
N -1.057 -0.050 1.194 -0.5964
C 0.975 3.009 -1.044 0.6935
C 2.426 3.793 -2.557 -0.6672

***

Entry 2:
23
Properties=species:S:1:pos:R:3:mulliken_charge:R:1 method="wB97M-V/def2-TZVPD" total_charge=+1 homo_ev=-14.5 total_energy_ev=-14974.1178 relative_energy_kcal_mol=53.26
H -1.710 -1.270 1.297 0.3897
H 0.095 1.175 0.995 0.4211
C -0.590 1.739 -1.605 -1.3049
H 3.617 -0.138 1.780 0.3128
C -0.386 0.296 0.578 -0.2579
H -1.866 -0.022 -1.225 0.2901
N 0.336 -0.336 -0.431 0.0712
H 0.505 -1.658 -2.538 0.2487
N 0.899 -2.090 -1.701 -0.2808
N 3.268 0.184 0.908 -0.6320
H -0.603 1.637 -2.677 0.3685
C -0.936 -0.599 1.644 -1.4542
C 0.979 -1.458 -0.596 0.5956
H 1.970 -1.244 1.093 0.4012
H -1.225 2.637 -1.503 0.3710
O 2.260 2.103 0.026 -0.3679
H 1.527 -2.818 -1.941 0.3047
H -1.491 -0.014 2.343 0.4167
O 1.713 -1.917 0.412 -0.4724
H -0.217 -1.293 2.081 0.2741
H 0.252 2.281 -1.284 0.2847
C 2.698 1.196 0.576 0.6954
C -0.856 0.453 -0.821 0.3246

***

Entry 3:
66
Properties=species:S:1:pos:R:3:mulliken_charge:R:1 method="wB97M-V/def2-TZVPD" total_charge=+2 homo_ev=-14.1 total_energy_ev=-42485.8157 relative_energy_kcal_mol=15.10
N 2.912 -0.140 -0.948 0.1005
C -2.503 -4.567 -0.949 -1.3601
H -2.193 -1.148 3.218 0.5183
C -0.192 5.260 1.304 -0.5192
C 4.438 -3.135 0.550 -0.8837
H -2.288 0.151 2.035 0.2123
H -3.391 -3.059 1.514 0.5579
H -1.892 -5.449 -0.752 0.2966
H 1.345 0.459 2.341 0.2943
C 3.133 0.982 -1.641 -0.2197
H 6.484 0.828 -1.942 0.4597
H 4.658 -4.961 1.651 0.4537
H -4.561 -0.345 -3.021 0.3773
H -0.996 2.040 1.991 0.3740
N -3.123 1.808 -0.897 0.0196
H 1.563 1.718 1.057 0.1115
H -0.303 -2.896 -1.294 0.1635
C -2.019 -3.396 -0.168 0.5373
C -1.636 -1.716 1.237 0.1261
C -1.708 -0.721 2.343 -1.2048
H -5.317 0.177 -1.514 0.3834
N -1.797 1.853 -0.534 1.5865
C 3.999 -4.142 1.395 -0.4906
C 1.903 -3.020 1.557 -0.1494
C 5.474 0.550 -1.674 -0.4946
H 0.218 6.143 1.776 0.4380
H 2.345 -4.832 2.593 0.4643
H -1.390 4.194 -1.685 0.5356
H -1.868 -0.575 -2.719 0.5724
H -0.456 6.218 -0.599 0.4553
H -2.476 -4.369 -2.021 0.3591
C 4.405 1.354 -2.032 -0.8943
C -0.573 5.305 -0.032 -0.7870
H 4.547 2.262 -2.598 0.4614
O 0.150 0.761 -1.147 -0.7385
H -3.528 -4.801 -0.671 0.3725
H -5.033 2.130 -0.151 0.4104
N -0.904 -2.718 -0.507 -0.1046
C -4.118 2.693 -0.310 -1.0236
H -4.315 3.542 -0.963 0.3381
H -0.044 4.061 3.077 0.4531
C 5.244 -0.611 -0.951 -0.7915
C 3.948 -0.933 -0.594 0.6423
C -2.514 -2.775 0.958 -0.9372
H -5.087 1.329 -2.831 0.3595
H 5.438 -3.159 0.143 0.4168
C -2.068 0.223 -2.026 -0.7859
H -3.751 3.055 0.646 0.3622
N 2.311 -2.069 0.709 0.3339
H 2.249 1.553 -1.892 0.5758
C -1.127 0.896 -1.239 0.1479
N -0.656 -1.689 0.337 0.4873
C -1.099 4.178 -0.642 -0.0100
H 0.892 -2.929 1.927 0.5102
H 2.930 0.672 1.548 0.4334
C -1.241 3.015 0.102 -0.6463
Rh 1.216 -0.532 0.006 0.7096
C -3.295 0.816 -1.782 0.5784
C 1.850 0.730 1.415 -0.7563
C -0.336 4.090 2.035 -0.7863
C -4.641 0.478 -2.316 -1.6385
C 3.578 -2.098 0.238 0.9137
C 2.719 -4.074 1.920 -0.9741
H 6.069 -1.239 -0.649 0.3560
H -0.713 -0.384 2.634 0.0757
C -0.867 2.958 1.434 -0.1392

***

Entry 4:
7
Properties=species:S:1:pos:R:3:mulliken_charge:R:1 method="wB97M-V/def2-TZVPD" homo_ev=-10.1 smiles=ClPC(Cl)(Cl)Cl total_energy_ev=-60431.1725 relative_energy_kcal_mol=6.31
C -2.075 -0.017 -0.007 0.1525
Cl 0.087 -2.261 0.265 -0.1457
H 0.539 -0.038 -0.619 0.1009
Cl -1.897 -0.159 1.664 -0.0775
Cl -3.585 -0.922 -0.417 -0.1212
P -0.521 -0.943 -1.052 0.2334
Cl -2.354 1.770 -0.486 -0.1425

***

Entry 5:
46
Properties=species:S:1:pos:R:3:mulliken_charge:R:1 method="wB97M-V/def2-TZVPD" total_charge=-1 homo_ev=-4.7 total_energy_ev=-96439.8399 relative_energy_kcal_mol=0.00
C 0.494 2.223 1.810 0.1727
H -1.721 4.227 -2.174 0.4442
C -3.285 2.917 -2.910 -0.3500
O 3.288 -0.939 2.437 -0.7845
S -1.164 -1.954 1.331 -0.2747
H 3.956 -3.056 1.452 0.4293
O -1.755 -2.555 -1.989 -0.1742
C 1.213 3.590 3.669 -0.0394
C 2.235 1.450 3.292 -0.7504
C 3.103 -3.365 -1.812 -0.5351
H -3.503 3.491 -3.801 0.4074
S -0.052 -4.769 1.070 -0.3679
N 1.529 0.109 1.336 0.0946
C -4.020 1.778 -2.605 -0.5139
H -3.640 -3.188 -1.378 0.3131
N -2.666 1.393 -0.677 -0.2707
Cl 3.197 2.857 5.376 -0.2464
C -3.682 1.064 -1.468 -0.4700
C 2.490 -0.822 1.509 0.2129
C -1.998 2.515 -0.941 0.4795
H -4.826 1.446 -3.246 0.3689
N -0.335 1.971 0.717 -0.0862
H 1.687 -2.019 -2.736 0.4003
Cl 1.058 5.071 4.560 -0.2463
C 3.500 -2.876 0.490 -0.4722
C -0.944 2.971 0.047 0.2831
C 2.636 -1.794 0.361 0.4702
C 2.135 2.623 4.022 0.1148
C 3.737 -3.671 -0.615 -0.3463
H 3.267 -3.950 -2.706 0.3833
N 2.015 -1.521 -0.779 -0.1485
H -4.247 0.193 -1.157 0.5307
S -0.981 -3.801 -1.154 -0.0265
C 2.233 -2.291 -1.839 -0.3133
C 0.389 3.380 2.578 -0.4936
C -3.120 -2.826 -2.269 -0.6758
C -0.753 -3.371 0.509 0.2727
H -0.335 4.128 2.304 0.5415
H -3.574 -1.896 -2.601 0.1642
C 1.438 1.230 2.166 -0.1052
H 4.407 -4.519 -0.553 0.4135
C -2.291 3.319 -2.037 -0.5547
O -0.755 4.183 0.146 -0.7200
Sn -0.095 -0.069 -0.260 0.4056
H -3.212 -3.579 -3.059 0.2961
H 2.949 0.702 3.585 0.7672

***

Entry 6:
27
Properties=species:S:1:pos:R:3:mulliken_charge:R:1 method="wB97M-V/def2-TZVPD" total_charge=+1 homo_ev=-11.6 total_energy_ev=-83592.9092 relative_energy_kcal_mol=6.69
H 3.184 3.499 -2.605 0.3624
C 2.380 0.260 -1.449 -0.8138
H -2.198 -4.112 0.683 0.3670
H 3.786 4.284 -1.182 0.3393
Br -1.124 1.161 0.256 -0.7426
N -2.584 -2.026 0.509 0.2023
C -3.274 -1.898 1.860 0.5738
N 1.691 1.616 -1.531 0.2156
H -3.311 -2.231 -0.178 0.3790
H 3.271 0.200 -2.071 0.3740
H 2.702 0.104 -0.425 0.3498
C 3.579 3.305 -1.606 -1.0718
C -2.964 -0.705 2.686 -1.0153
C -1.650 -3.189 0.526 -0.8295
O 2.287 2.832 0.346 -0.3516
H -2.120 -1.134 0.279 -0.0178
H 0.771 1.546 -1.047 -0.1619
H -1.897 -0.680 2.930 0.3572
H -0.869 -3.057 1.270 0.3383
H -1.145 -3.253 -0.437 0.3473
H 1.510 1.855 -2.505 0.4262
C 2.563 2.583 -0.771 0.5473
H -3.418 -0.792 3.670 0.3327
H 4.526 2.772 -1.690 0.3060
H 1.644 -0.440 -1.832 0.3350
O -4.088 -2.710 2.140 -0.4338
H -3.253 0.211 2.172 0.2850

***

Entry 7:
11
Properties=species:S:1:pos:R:3:mulliken_charge:R:1 method="wB97M-V/def2-TZVPD" homo_ev=-9.9 smiles="CC1(C#N)C=C1" total_energy_ev=-6751.6602 relative_energy_kcal_mol=97.95
C -0.871 0.132 -1.472 0.3932
C -0.095 0.161 -0.343 -0.0048
H -0.016 -2.354 0.008 0.3190
C 0.175 -1.392 0.529 -0.9086
C -0.155 1.295 0.719 -0.3315
N -1.409 0.137 -2.458 -0.4155
H 1.682 1.763 -0.679 0.4250
H -0.717 1.464 1.640 0.3961
H -0.656 -1.115 1.219 0.2801
C 0.870 1.390 -0.078 -0.4211
H 1.193 -1.480 0.916 0.2681